Entry 1:
Below is an isolated molecule of C7H14OSi in a non-equilibrium geometry, with properties calculated with ωB97M-V/def2-TZVPD.

```
23
Properties=species:S:1:pos:R:3:forces:R:3
C 2.17389 2.13038 -0.61364 0.1003 0.0549 -0.0539
C 1.29668 1.58246 0.20790 -0.1771 -0.1277 -0.0438
C -1.13670 1.93057 -0.40940 -0.5830 0.3650 0.6365
C -0.00333 1.01394 -0.22206 0.0676 -0.6890 0.7801
C -2.06170 -1.31307 -0.43477 0.6240 0.2492 0.2242
C -0.16018 -1.10128 2.05142 -0.0206 0.0874 -0.7198
C 1.01339 -1.81378 -0.77868 -0.4979 0.3377 0.3983
O -0.46894 1.39359 -1.50574 0.2865 -0.0650 -1.3571
Si -0.31883 -0.83597 0.16820 0.0150 -0.1615 0.0400
H 3.11791 2.51807 -0.27059 0.1366 0.0609 0.1376
H 1.96386 2.20862 -1.66720 -0.0794 -0.0043 -0.2042
H 1.48993 1.48688 1.26807 0.1580 0.0380 0.1518
H -2.15064 1.58038 -0.25147 -0.0993 -0.0396 -0.0295
H -0.98558 2.99342 -0.24763 0.0683 0.0043 0.0254
H -2.17370 -2.39256 -0.47215 0.0460 -0.2044 0.0251
H -2.83938 -0.92787 0.21860 -0.0858 0.0906 0.1437
H -2.24290 -0.92888 -1.43413 0.0309 0.0896 -0.1827
H -0.39411 -2.12838 2.31164 -0.0559 -0.2365 0.0269
H 0.84900 -0.90123 2.39809 0.2150 0.0473 0.0155
H -0.83437 -0.45948 2.61134 -0.1548 0.1359 0.0154
H 0.90464 -2.88345 -0.62755 -0.0605 -0.1989 0.0513
H 0.94964 -1.61971 -1.84527 -0.0751 0.0736 -0.1796
H 2.01141 -1.53265 -0.45498 0.1412 0.0926 0.0989
```
Forces are in eV/Å.

Gap between HOMO and LUMO: 10.141 eV
Calculated total energy: -639.81606 Ha
Net charge: 0
SMILES: C=C[C@@]1([Si](C)(C)C)CO1
Energy relative to the best compared isomer or geometry (same formula, charge and spin): 0.482 eV

These are the Mulliken partial charges, in e, on atoms 1 to 6:
1. C -0.7670
2. C -0.6591
3. C -0.7188
4. C 1.1790
5. C -1.0823
6. C -1.1069

=====

Entry 2:
Below is an isolated molecule of C6H8N2O in a non-equilibrium geometry, with properties calculated with ωB97M-V/def2-TZVPD.

```
17
Properties=species:S:1:pos:R:3:forces:R:3
C 1.26483 -1.87547 0.13997 -9.4516 0.1355 0.9588
C 0.26315 -1.86235 -0.99612 0.3150 -2.6909 -2.1086
C -0.49744 0.40321 -0.38434 0.5962 0.2743 1.1170
C 0.22753 1.56434 -0.50086 1.3381 -1.2984 -2.8821
C -0.03822 2.31517 0.63150 -2.9835 -5.5777 -1.2468
C -0.95083 1.67912 1.38546 0.0519 -1.0170 -0.3985
H 0.78211 -2.18891 1.05194 0.0608 -0.0514 0.3556
H 1.63602 -0.99623 0.19269 2.0373 6.5005 1.1359
H 2.00385 -2.36985 -0.09001 7.0508 -6.1187 -2.3543
H -1.06584 -0.48174 -1.97237 0.9335 -1.9429 0.4047
H 0.92323 1.78622 -1.41517 -1.3643 -0.4050 2.1892
H 0.37968 3.13282 0.71797 3.6911 8.0784 1.6265
H -1.38546 1.93422 2.31581 -0.4102 0.1648 0.5603
H -1.99238 0.05105 1.10523 -3.1635 -2.9625 0.7188
N -0.49320 -0.74488 -1.14072 -1.8647 1.1853 -2.0672
N -1.23037 0.46837 0.76231 3.1147 3.6887 0.3378
O 0.17332 -2.81508 -1.80328 0.0483 2.0370 1.6529
```
Forces are in eV/Å.

Gap between HOMO and LUMO: 9.419 eV
Calculated total energy: -418.09849 Ha
Net charge: 0
SMILES: CC(=O)Nc1ccc[nH]1
Energy relative to the best compared isomer or geometry (same formula, charge and spin): 2.307 eV

These are the Mulliken partial charges, in e, on atoms 1 to 6:
1. C -1.5984
2. C 0.7108
3. C 0.0694
4. C -0.4199
5. C -0.5742
6. C -0.7934

=====

Entry 3:
Below is a cluster of 2 separate species, C8H16OS in total in a non-equilibrium geometry, with properties calculated with ωB97M-V/def2-TZVPD.

```
26
Properties=species:S:1:pos:R:3:forces:R:3
C 0.84564 -0.33039 2.81409 1.0864 0.9514 0.0559
C 2.00363 0.21244 2.47764 -2.0906 -1.0545 1.5684
C -0.10965 0.40266 3.81494 0.1909 -0.3214 -2.5002
C 3.04026 0.92860 2.26232 2.0553 0.9240 0.1047
C -0.31603 -0.84655 -0.31743 -0.5580 -0.7421 1.8984
C -1.37745 1.09118 -1.78731 0.7784 -1.5192 0.5306
C -1.59193 -1.42618 -2.29761 0.2239 2.3863 -1.5870
C -0.68142 -0.32113 -1.66373 -1.2952 -0.1392 -2.6581
O 0.41339 0.28930 -4.11214 -0.5451 -0.1020 0.2501
S 0.88274 -0.18931 -2.56162 1.0238 -0.4678 0.1045
H 0.62679 -1.18954 2.20339 -0.8134 -0.3443 0.2763
H -1.10524 0.44531 3.30311 0.6211 -0.1178 0.7329
H 0.27580 1.42028 3.81370 -0.1605 0.0442 0.5180
H -0.18329 -0.01476 4.80288 -0.0023 -0.2537 0.2860
H 2.86931 1.80750 1.67052 0.3093 0.2857 -0.6103
H 1.21573 0.50833 -4.60068 0.0253 0.0021 0.1921
H 4.06305 0.81012 2.69770 -1.1666 -0.1229 -0.3005
H 0.71916 -0.47461 -0.03658 -1.1901 -0.9158 0.1697
H -1.08597 -0.41271 0.38413 1.0329 -0.2416 -0.3292
H -0.54993 -2.01640 -0.23054 1.3187 2.5030 -0.2305
H -1.40054 1.55050 -0.83760 -0.2990 0.4375 1.3769
H -2.37747 0.99643 -2.16675 -0.3868 0.1001 -0.3142
H -0.75916 1.75391 -2.35364 0.0371 0.2761 -0.8456
H -2.40696 -1.56231 -1.62809 -1.1624 0.1003 0.3322
H -1.91973 -1.07429 -3.33468 0.2355 -0.8195 1.3969
H -1.09076 -2.35837 -2.31601 0.7314 -0.8489 -0.4179
```
Forces are in eV/Å.

Gap between HOMO and LUMO: 8.724 eV
Calculated total energy: -787.70653 Ha
Net charge: 0
SMILES: CC(C)(C)SO.C=C=CC
Energy relative to the best compared isomer or geometry (same formula, charge and spin): 3.972 eV

These are the Mulliken partial charges, in e, on atoms 1 to 6:
1. C -0.2925
2. C 0.1689
3. C -0.9929
4. C -0.6687
5. C -1.4650
6. C -1.5264